# C3H3F

C3H3F as an isolated structure (ωB97M-V with the def2-TZVPD basis set, OMol25).

For the strongest force on any atom, the calculation gives 8.5 eV/A. The calculated total energy comes out at -215.79683 Eh. The calculation puts the molar mass at 58.1 g mol⁻¹.

XYZ file:
```
7
C3H3F ωB97M-V with the def2-TZVPD basis set
H 0.51 -0.89 -1.61
C 0.15 0.42 1.88
C -0.42 -0.69 -1.07
H -0.92 0.34 -1.33
H 0.54 0.70 2.82
F -1.29 -1.55 -0.83
C 0.05 0.09 0.74
```

---

# C3H3F2I

A 2-piece molecular cluster, C3H3F2I overall (ωB97M-V with the def2-TZVPD basis set, OMol25).

For the strongest force on any atom, the calculation gives 3.8 eV/A. The calculated total energy comes out at -613.42899 Eh. The calculation puts the molar mass at 204.0 g mol⁻¹.

XYZ file:
```
9
C3H3F2I ωB97M-V with the def2-TZVPD basis set
H 0.23 -0.98 1.42
C -0.67 -1.49 0.82
F -0.32 -1.55 -0.46
C 0.15 2.17 -0.73
H -0.85 -2.54 1.22
F -1.80 -0.81 0.91
I 2.91 0.76 -1.59
H -0.84 2.72 -0.51
C 1.19 1.72 -1.08
```

---

# C3H3F2N

C3H3F2N as an isolated structure (ωB97M-V with the def2-TZVPD basis set, OMol25).

For the strongest force on any atom, the calculation gives 4.9 eV/A. The calculated total energy comes out at -370.52368 Eh. The calculation puts the molar mass at 91.1 g mol⁻¹.

XYZ file:
```
9
C3H3F2N ωB97M-V with the def2-TZVPD basis set
H 0.95 0.34 -0.65
F -0.64 1.44 -0.30
C -0.06 0.28 -0.75
H -0.36 0.21 -1.74
C -0.55 -0.81 0.20
C -1.69 -1.48 -0.34
F 0.45 -1.61 0.54
H -1.06 -0.05 1.25
N -2.62 -2.05 -0.70
```

---

# C3H3F2N4

A 2-piece molecular cluster, C3H3F2N4 overall (ωB97M-V with the def2-TZVPD basis set, OMol25).

For the strongest force on any atom, the calculation gives 5.3 eV/A. Its charge is -1. The calculated total energy comes out at -534.85767 Eh. The calculation puts the molar mass at 133.1 g mol⁻¹.

XYZ file:
```
12
C3H3F2N4 ωB97M-V with the def2-TZVPD basis set
N 0.99 1.41 1.23
C 0.10 -1.69 -1.53
H -1.88 2.01 0.15
C -1.07 1.61 0.74
F 0.53 -1.42 -2.82
H 0.43 -1.72 0.39
F -1.12 -2.22 -1.59
H 1.76 -0.93 -0.64
N 0.29 1.32 2.32
N 0.17 1.59 0.21
C 0.81 -1.41 -0.54
N -1.02 1.45 2.08
```

---

Number 1: HOMO -10.1 eV, orbital gap 0.3981 hartree. Number 2: HOMO -9.6 eV, orbital gap 0.3656 hartree. Number 3: HOMO -11.8 eV, orbital gap 0.4574 hartree. Number 4: HOMO -4.9 eV, orbital gap 0.3154 hartree.